(1)
17
Properties=species:S:1:pos:R:3 method="wB97M-V/def2-TZVPD" relative_energy_ev=2.9920 lumo_energy_ev="0.6 / 0.6" charge=0 energy_ev=-35924.19658 gap_ev="8.15 / 8.15"
C -2.06 -0.29 0.58
C 2.30 0.36 0.44
C 1.62 1.54 -0.03
C 0.18 -0.17 -0.27
C -2.91 -0.68 -0.50
N 1.11 -0.56 0.71
O -2.17 0.03 1.71
O 0.43 1.07 -0.72
Cl 0.16 -1.33 -1.74
Cl 1.33 -2.19 1.14
H 2.90 0.07 -0.42
H 2.85 0.40 1.43
H 1.25 2.23 0.75
H 2.24 2.09 -0.79
H -2.53 -0.33 -1.43
H -3.97 -0.50 -0.33
H -2.71 -1.75 -0.53

***

(2)
45
Properties=species:S:1:pos:R:3 method="wB97M-V/def2-TZVPD" relative_energy_ev=18.3261 lumo_energy_ev=-0.3 charge=0 energy_ev=-39056.67225 gap_ev=7.81
C -6.57 -2.49 -0.36
H -7.00 -2.90 -1.32
C -5.16 -1.74 -0.90
C -4.51 -1.30 0.31
N -3.26 -0.82 -0.09
C -2.32 -1.65 -0.36
C -1.02 -1.35 0.32
N 0.17 -1.10 -0.61
C 1.03 -0.77 0.40
N 0.55 -0.75 1.66
O -0.86 -0.78 1.48
C 2.39 -0.48 0.14
C 3.01 -0.87 -1.17
C 4.35 -0.39 -1.27
C 5.17 -0.17 -0.38
C 4.62 -0.07 1.17
C 3.39 -0.41 1.34
H 2.92 -0.22 2.37
H 5.47 0.32 1.78
Cl 6.82 0.15 -0.45
H 4.68 -0.57 -2.40
H 2.19 -0.84 -1.70
H -2.52 -2.46 -0.01
H -2.23 -1.53 -1.34
C -3.38 0.74 -0.98
H -4.20 1.12 -0.45
C -2.18 1.33 -0.52
H -1.24 1.22 -0.94
O -2.51 2.67 -1.14
C -2.46 3.78 -0.30
H -1.52 4.45 -0.42
C -2.82 3.22 0.89
H -3.83 3.11 1.16
H -2.47 3.77 1.79
C -2.07 1.85 0.96
H -0.94 2.27 1.25
H -2.43 1.16 1.44
H -3.27 4.52 -0.47
H -3.46 0.40 -1.80
H -5.30 -0.39 0.93
H -4.30 -2.15 1.22
H -5.67 -0.95 -1.34
H -4.79 -2.61 -1.35
H -6.48 -3.45 0.27
H -7.37 -1.71 -0.02

***

(3)
100
Properties=species:S:1:pos:R:3 method="wB97M-V/def2-TZVPD" lumo_energy_ev=-2.8 charge=+1 energy_ev=-118488.53975 gap_ev=9.25
C -2.17 -0.16 2.89
C -2.46 -0.89 1.59
C -3.81 -0.53 0.99
C -3.80 -0.47 -0.52
C -5.22 -0.43 -1.06
N -2.92 0.61 -1.07
C -2.91 1.76 -0.30
N -1.85 2.04 0.45
B -0.91 3.02 -0.20
O -0.94 3.22 -1.54
N 0.00 3.77 0.61
C 1.40 3.56 0.15
C -0.08 3.37 2.03
N -3.91 2.57 -0.31
C -3.97 3.78 0.46
S -3.86 5.17 -0.73
C -4.29 6.63 0.28
C -3.81 6.49 1.71
H -2.74 0.75 3.01
H -1.13 0.09 2.98
H -2.38 -0.80 3.73
H -1.66 -0.80 0.87
H -2.50 -1.93 1.84
H -4.47 -1.33 1.24
H -4.24 0.35 1.45
H -3.38 -1.40 -0.85
H -5.25 -0.40 -2.13
H -5.68 -1.37 -0.79
H -5.83 0.33 -0.61
H -3.30 0.87 -1.97
H -1.34 1.15 0.50
H -1.04 4.16 -1.71
H 1.95 2.99 0.86
H 1.90 4.52 0.08
H 1.44 3.09 -0.81
H 0.63 3.94 2.59
H -1.04 3.60 2.44
H 0.18 2.33 2.18
H -4.69 2.37 -0.90
H -3.16 3.86 1.15
H -4.88 3.85 1.02
H -3.82 7.48 -0.18
H -5.35 6.74 0.22
H -3.71 7.44 2.20
H -4.49 5.86 2.26
H -2.86 6.00 1.71
C 6.06 -0.34 -0.33
C 7.18 -0.31 -1.38
C 7.93 1.01 -1.53
F 7.08 1.99 -1.94
F 8.89 0.87 -2.48
F 6.69 -0.72 -2.57
F 8.10 -1.23 -0.99
O 4.75 -0.17 -0.84
C 4.26 1.09 -1.02
C 3.93 1.33 -2.49
F 5.05 1.23 -3.24
F 3.44 2.59 -2.64
F 5.09 2.02 -0.52
F 3.10 1.17 -0.32
H 6.06 -1.34 0.08
H 6.26 0.33 0.51
H 8.40 1.31 -0.59
H 3.20 0.61 -2.85
C -2.59 -5.46 7.68
C -1.38 -5.56 6.74
C -0.58 -4.27 6.53
F -1.36 -3.31 5.97
F 0.45 -4.52 5.70
F -1.78 -6.05 5.55
F -0.53 -6.46 7.29
O -3.85 -5.30 7.06
C -4.27 -4.05 6.72
C -4.48 -3.94 5.22
F -3.32 -4.16 4.56
F -4.89 -2.69 4.91
F -3.43 -3.10 7.17
F -5.46 -3.85 7.32
H -2.65 -6.42 8.19
H -2.43 -4.72 8.47
H -0.18 -3.90 7.48
H -5.22 -4.66 4.87
C 3.56 -0.58 -6.68
C 2.97 -1.13 -5.38
C 3.82 -2.14 -4.62
F 4.02 -3.25 -5.36
F 3.17 -2.51 -3.48
F 1.74 -1.63 -5.62
F 2.80 -0.06 -4.52
O 3.10 -1.17 -7.86
C 3.72 -2.31 -8.32
C 2.74 -3.48 -8.38
F 2.26 -3.74 -7.14
F 3.38 -4.58 -8.83
F 4.80 -2.61 -7.58
F 4.14 -2.06 -9.58
H 3.22 0.46 -6.74
H 4.65 -0.53 -6.64
H 4.79 -1.71 -4.34
H 1.90 -3.24 -9.04

***

(4)
12
Properties=species:S:1:pos:R:3 method="wB97M-V/def2-TZVPD" relative_energy_ev=2.6139 lumo_energy_ev=-0.5 charge=0 energy_ev=-11181.35521 smiles="[H]/N=N/c1c[nH]c(=O)[nH]1" gap_ev=8.18
H -3.35 -0.88 0.03
N -2.35 -0.99 -0.25
N -1.89 0.18 0.16
C -0.59 0.13 -0.14
C 0.09 1.29 -0.07
N 1.46 0.89 -0.10
C 1.64 -0.46 -0.09
O 2.75 -1.03 -0.04
N 0.36 -0.99 0.13
H -0.43 2.23 0.28
H 2.12 1.62 -0.13
H 0.20 -1.99 0.21

***

(5)
77
Properties=species:S:1:pos:R:3 method="wB97M-V/def2-TZVPD" relative_energy_ev=1.6114 lumo_energy_ev=4.0 charge=-2 energy_ev=-89964.55545 gap_ev=5.86
Y 1.22 0.34 -0.74
C -1.12 6.94 2.32
C -1.38 5.69 1.52
C -2.66 5.15 1.44
C -2.89 3.97 0.75
C -1.84 3.33 0.11
C -0.56 3.86 0.18
C -0.34 5.03 0.88
S -2.14 1.79 -0.76
O -3.51 1.42 -0.43
O -1.94 2.06 -2.17
N -1.09 0.72 -0.25
C -1.26 0.51 1.19
C 0.01 0.82 2.02
O -0.07 0.61 3.23
O 1.00 1.29 1.38
H -2.05 7.47 2.53
H -0.45 7.61 1.77
H -0.64 6.68 3.26
H -3.49 5.65 1.94
H -3.87 3.52 0.69
H 0.26 3.35 -0.30
H 0.66 5.44 0.92
H -1.55 -0.52 1.39
H -2.06 1.15 1.58
S 2.67 2.67 -1.18
C 4.17 2.13 -1.91
C 5.24 3.05 -1.79
N 6.11 3.80 -1.68
C 4.37 0.93 -2.54
S 3.21 -0.35 -2.73
C 5.64 0.65 -3.12
N 6.65 0.38 -3.61
N -0.19 -2.48 2.22
H -0.37 -1.61 2.73
H 0.44 -2.19 1.46
H 0.38 -3.04 2.85
N -0.39 0.59 -4.14
N 0.53 1.31 -3.25
H -1.30 0.72 -3.71
H -0.16 -0.39 -4.02
H 0.09 2.21 -3.10
H 1.37 1.46 -3.80
C 3.78 -2.76 0.16
C 3.11 -1.60 0.93
C 4.02 -0.36 0.83
C 3.01 -1.99 2.42
O 1.85 -1.37 0.39
H 4.78 -2.96 0.55
H 3.86 -2.48 -0.89
H 3.17 -3.66 0.24
H 4.93 -0.50 1.42
H 3.49 0.52 1.21
H 4.31 -0.20 -0.20
H 4.00 -2.03 2.87
H 2.55 -2.98 2.52
H 2.40 -1.26 2.95
C -4.86 -2.60 -1.05
C -3.67 -2.17 -0.18
N -2.49 -1.92 -0.99
C -1.44 -2.69 -1.22
S -0.12 -2.09 -2.12
N -1.37 -4.01 -0.93
C -2.35 -4.97 -0.45
C -2.16 -5.35 1.01
H -5.72 -2.82 -0.41
H -4.63 -3.48 -1.64
H -5.13 -1.79 -1.72
H -3.46 -2.91 0.59
H -3.94 -1.23 0.29
H -2.26 -0.93 -1.08
H -0.44 -4.36 -1.06
H -2.25 -5.86 -1.08
H -3.35 -4.57 -0.61
H -1.29 -6.00 1.12
H -3.03 -5.89 1.39
H -1.97 -4.46 1.61

***

(6)
9
Properties=species:S:1:pos:R:3 method="wB97M-V/def2-TZVPD" relative_energy_ev=2.2978 lumo_energy_ev=-1.1 charge=0 energy_ev=-106100.59527 gap_ev=8.78
C 0.17 -0.45 -0.18
O 1.38 0.28 -0.22
Si 2.88 -0.13 -0.37
Cl 2.91 -2.37 1.44
Cl 3.72 -0.87 -1.96
Br 3.78 1.70 0.32
H -0.13 -0.76 0.82
H 0.08 -1.36 -0.89
H -0.79 0.07 -0.48

***

(7)
15
Properties=species:S:1:pos:R:3 method="wB97M-V/def2-TZVPD" relative_energy_ev=1.1026 lumo_energy_ev=0.8 charge=0 energy_ev=-10315.84967 smiles="NCCNC(=O)O" gap_ev=10.41
N 3.10 -0.46 0.45
C 1.82 0.04 0.86
C 0.95 0.03 -0.35
N -0.38 0.60 0.01
C -1.65 0.13 -0.20
O -2.66 0.42 0.49
O -1.74 -0.70 -1.27
H 3.76 -0.28 1.13
H 3.41 -0.15 -0.45
H 1.47 -0.48 1.79
H 1.90 1.04 1.12
H 0.75 -1.06 -0.71
H 1.21 0.63 -1.21
H -0.28 1.21 0.78
H -2.73 -0.84 -1.26

***

(8)
11
Properties=species:S:1:pos:R:3 method="wB97M-V/def2-TZVPD" relative_energy_ev=4.2912 lumo_energy_ev=0.7 charge=0 energy_ev=-7195.49637 smiles="CN(N)C=O" gap_ev=10.07
C -1.65 -0.54 0.15
N -0.36 -0.08 -0.42
N -0.13 1.32 0.00
C 0.79 -0.63 0.05
O 1.87 -0.12 0.09
H -1.97 -0.26 1.19
H -2.32 -0.54 -0.61
H -1.64 -1.71 0.09
H -0.44 1.68 1.02
H -0.91 1.95 -0.60
H 0.90 -1.85 -0.09

***

(9)
12
Properties=species:S:1:pos:R:3 method="wB97M-V/def2-TZVPD" relative_energy_ev=4.9110 lumo_energy_ev=-7.4 charge=+1 energy_ev=-6760.26650 gap_ev=8.63
C 2.06 -1.91 -0.05
C -1.23 -0.03 0.94
C 1.06 0.30 -0.13
C 1.23 -0.97 -0.68
C -0.38 -0.20 -0.16
N 2.80 -2.68 0.36
H -2.28 0.24 0.88
H -1.11 0.03 2.00
H 1.42 0.19 0.97
H 1.30 1.16 -0.76
H 0.96 -1.24 -1.77
H -0.93 -0.26 -1.09

***

(10)
15
Properties=species:S:1:pos:R:3 method="wB97M-V/def2-TZVPD" relative_energy_ev=0.0000 lumo_energy_ev=0.8 charge=0 energy_ev=-14166.26119 smiles="N#[N+][O-].NNC(=O)NN" gap_ev=9.77
N -1.55 0.33 -1.48
N -2.23 1.19 -1.56
O -2.94 2.06 -1.81
N -1.31 -1.60 0.58
N 0.04 -1.06 0.35
C 0.20 0.21 0.81
O -0.69 0.72 1.51
N 1.51 0.69 0.54
N 2.22 0.16 -0.51
H -1.28 -2.20 1.48
H -1.94 -0.81 0.82
H 0.50 -1.65 -0.37
H 1.89 1.51 0.96
H 2.99 -0.47 -0.18
H 2.60 0.92 -1.14

***

(11)
12
Properties=species:S:1:pos:R:3 method="wB97M-V/def2-TZVPD" relative_energy_ev=1.2692 spin_multiplicity=2 lumo_energy_ev="-10.0 / -15.0" s_squared=0.7688 charge=+2 energy_ev=-7193.35361 gap_ev="13.51 / 7.42"
N -0.99 -0.91 -0.99
C -0.33 0.36 -0.47
C 0.38 0.02 0.88
N 1.08 1.11 1.36
O 0.26 -1.06 1.40
H -1.20 -0.64 -1.97
H -1.80 -1.33 -0.52
H -0.33 -1.69 -1.15
H 0.52 0.48 -1.14
H -1.02 1.20 -0.55
H 1.87 1.58 0.89
H 1.54 0.88 2.26

***

(12)
109
Properties=species:S:1:pos:R:3 method="wB97M-V/def2-TZVPD" relative_energy_ev=3.3336 lumo_energy_ev=0.3 charge=0 energy_ev=-56538.61316 smiles=COCCNCCOC.COCCNCCOC.COCCNCCOC.COCCNCCOC.OCCO.O gap_ev=8.68
C 14.03 -23.79 -2.35
O 12.93 -23.02 -2.71
C 13.17 -22.22 -3.85
C 12.01 -21.30 -4.20
N 12.05 -20.18 -3.23
C 10.69 -19.53 -3.22
C 10.07 -18.95 -4.59
O 8.91 -18.20 -4.22
C 8.31 -17.63 -5.41
H 13.63 -24.51 -1.64
H 14.80 -23.13 -1.95
H 14.52 -24.31 -3.18
H 13.50 -22.86 -4.67
H 14.05 -21.61 -3.69
H 11.10 -21.90 -4.25
H 12.14 -20.82 -5.17
H 12.22 -20.55 -2.31
H 10.68 -18.72 -2.49
H 9.93 -20.15 -2.76
H 9.93 -19.76 -5.30
H 10.77 -18.25 -5.04
H 8.11 -18.40 -6.15
H 8.89 -16.81 -5.83
H 7.35 -17.17 -5.16
C 1.92 -11.26 4.80
O 1.86 -11.00 6.17
C 1.49 -9.66 6.53
C 0.90 -9.54 7.96
N -0.19 -10.48 8.09
C -0.72 -10.68 9.47
C -1.86 -11.67 9.66
O -1.30 -13.03 9.45
C -0.53 -13.60 10.52
H 2.00 -12.34 4.78
H 2.75 -10.79 4.28
H 1.04 -10.99 4.21
H 0.73 -9.28 5.85
H 2.37 -9.01 6.50
H 0.57 -8.52 8.16
H 1.67 -9.84 8.67
H 0.16 -11.39 7.81
H -1.12 -9.77 9.89
H 0.12 -10.94 10.12
H -2.51 -11.58 8.80
H -2.27 -11.58 10.67
H -1.24 -13.78 11.33
H 0.33 -12.98 10.81
H -0.11 -14.52 10.13
C 3.57 -20.99 5.92
O 3.68 -20.51 4.61
C 5.03 -20.42 4.13
C 5.12 -19.55 2.87
N 4.56 -20.35 1.75
C 4.35 -19.56 0.53
C 3.96 -20.45 -0.75
O 5.12 -21.20 -1.10
C 5.14 -21.82 -2.39
H 2.54 -20.90 6.26
H 4.10 -20.35 6.62
H 3.90 -22.03 5.98
H 5.49 -21.40 4.00
H 5.57 -19.82 4.86
H 6.15 -19.32 2.61
H 4.59 -18.61 3.03
H 5.07 -21.19 1.54
H 5.21 -18.96 0.22
H 3.51 -18.90 0.75
H 3.70 -19.76 -1.55
H 3.15 -21.15 -0.53
H 4.38 -22.60 -2.32
H 6.09 -22.36 -2.42
H 5.11 -21.12 -3.22
C 10.06 -11.14 1.59
O 10.87 -10.39 0.64
C 11.56 -11.24 -0.32
C 10.58 -11.83 -1.25
N 10.05 -10.79 -2.08
C 10.70 -10.86 -3.39
C 10.31 -9.53 -4.21
O 10.98 -8.32 -3.70
C 10.71 -7.23 -4.58
H 10.63 -11.20 2.52
H 9.66 -12.12 1.36
H 9.16 -10.57 1.82
H 12.01 -12.02 0.30
H 12.40 -10.76 -0.80
H 9.81 -12.46 -0.80
H 11.13 -12.51 -1.90
H 10.39 -9.91 -1.72
H 10.37 -11.64 -4.08
H 11.79 -10.92 -3.38
H 9.24 -9.33 -4.13
H 10.55 -9.78 -5.24
H 9.78 -6.71 -4.35
H 10.57 -7.51 -5.62
H 11.51 -6.50 -4.47
O 3.28 -7.95 -9.95
C 3.71 -8.41 -8.67
C 3.68 -9.90 -8.49
O 2.34 -10.37 -8.50
H 3.37 -7.00 -9.93
H 4.76 -8.12 -8.57
H 3.23 -7.82 -7.89
H 4.14 -10.11 -7.52
H 4.27 -10.35 -9.29
H 2.07 -10.45 -9.42
O 5.21 -12.35 -2.42
H 6.05 -11.94 -2.64
H 5.38 -13.29 -2.53